# 1
{
  "formula": "C4H3EuO",
  "method": "ωB97M-V/def2-TZVPD",
  "elements": ["C", "C", "C", "C", "O", "Eu", "H", "H", "H"],
  "xyz": [[-0.3179, -2.2677, 0.5221], [-0.0853, -0.9634, 0.4332], [0.2949, 0.2367, 0.2486], [0.6504, 1.5269, 0.1148], [0.3024, 2.3310, -0.8459], [-1.2846, 2.8133, -2.5025], [-0.0212, -2.8314, 1.4097], [-0.8325, -2.8044, -0.2783], [1.2937, 1.9591, 0.8983]],
  "mulliken_charge": [-0.95, 0.55, 0.34, -0.57, -0.74, 1.65, 0.24, 0.21, 0.27],
  "lumo_energy_ev": [-6.1, -5.9],
  "s2": 15.7622,
  "e_above_lowest_ev": 0.0000,
  "spin_multiplicity": 8,
  "e_tot_ev": -25562.4668,
  "fmax_ev_per_a": 4.14,
  "gap_ev": [4.136, 4.344],
  "charge": 1
}

# 2
{
  "formula": "C4H3F",
  "method": "ωB97M-V/def2-TZVPD",
  "elements": ["C", "C", "C", "C", "F", "H", "H", "H"],
  "xyz": [[-1.8616, -1.2743, -0.2641], [-0.7700, -0.7137, 0.0065], [0.4326, -0.0347, 0.5025], [1.3163, 0.8040, -0.1044], [1.3686, 0.9905, -1.5021], [-2.8814, -1.2498, -0.7210], [0.4974, -0.0805, 1.4864], [1.8981, 1.5584, 0.5962]],
  "mulliken_charge": [-0.12, -0.11, -0.50, 0.03, -0.23, 0.31, 0.37, 0.25],
  "smiles": "C#C/C=C\\F",
  "lumo_energy_ev": 0.4,
  "e_above_lowest_ev": 1.1298,
  "spin_multiplicity": 1,
  "e_tot_ev": -6910.1977,
  "fmax_ev_per_a": 5.25,
  "gap_ev": 9.864,
  "charge": 0
}

# 3
{
  "formula": "C4H3F2IN2",
  "method": "ωB97M-V/def2-TZVPD",
  "elements": ["C", "C", "C", "C", "N", "N", "F", "F", "I", "H", "H", "H"],
  "xyz": [[-0.4978, 0.2747, 0.9054], [-1.5252, 1.1339, 0.4527], [-0.0505, -0.4301, -0.2216], [0.9688, -1.3088, -0.1725], [-1.7084, 0.9772, -0.8505], [-0.7686, 0.0845, -1.2315], [1.5332, -2.0836, -1.0762], [1.3843, -1.6355, 1.0064], [3.3581, 1.1127, 0.5208], [-0.0844, 0.0907, 1.9248], [-2.0041, 1.9046, 0.9714], [-0.6055, -0.1203, -2.2292]],
  "mulliken_charge": [0.06, -0.55, 0.69, -0.01, -0.64, 0.24, -0.18, -0.10, -0.61, 0.36, 0.48, 0.25],
  "lumo_energy_ev": [-3.0, -3.0],
  "e_above_lowest_ev": 1.4345,
  "spin_multiplicity": 1,
  "e_tot_ev": -20709.1988,
  "fmax_ev_per_a": 4.27,
  "gap_ev": [4.638, 4.635],
  "charge": 0
}

# 4
{
  "formula": "C4H3F3",
  "method": "ωB97M-V/def2-TZVPD",
  "elements": ["C", "C", "F", "C", "F", "C", "F", "H", "H", "H"],
  "xyz": [[-0.4794, -0.9785, 1.2890], [-0.5589, -0.7357, -0.0136], [-1.2840, -1.5567, -0.7886], [0.0067, 0.3882, -0.7616], [-0.6939, 0.5923, -1.8852], [1.0419, 1.2239, -0.5847], [1.8258, 1.3613, 0.4605], [-0.0025, -0.3329, 2.0466], [-1.1218, -1.8121, 1.6644], [1.2661, 1.8503, -1.4268]],
  "mulliken_charge": [-0.79, 0.45, -0.24, 0.39, -0.25, -0.24, -0.22, 0.28, 0.27, 0.36],
  "smiles": "C=C(F)/C(F)=C\\F",
  "lumo_energy_ev": 0.7,
  "e_above_lowest_ev": 0.6334,
  "spin_multiplicity": 1,
  "e_tot_ev": -12346.9741,
  "fmax_ev_per_a": 1.78,
  "gap_ev": 9.955,
  "charge": 0
}